No. 1
This record from OMol25 describes C4H9N in the gas phase in a non-equilibrium geometry. The level of theory is the ωB97M-V functional and the def2-TZVPD basis.

ORCA input file:
```
! RIJCOSX wB97M-V def2-TZVPD def2/J DEFGRID3
* xyz 0 1
C -1.049 0.630 -0.004
C 0.454 1.083 -0.129
C 1.258 -0.192 0.246
C -0.946 -0.925 0.145
H -1.598 0.920 -0.926
H -1.534 1.086 0.868
H 0.751 1.955 0.510
H 0.701 1.366 -1.198
H 1.373 -0.225 1.345
H 2.269 -0.226 -0.195
H 0.545 -1.419 -1.192
H -1.599 -1.506 -0.470
H -1.090 -1.205 1.187
N 0.466 -1.343 -0.187
*
```

Properties
**LUMO**: 0.0431 hartree
**SMILES**: C1CCNC1
**Energy above the lowest of the compared OMol25 structures with the same formula, charge and spin**: 12.8 kJ/mol
**DFT total energy**: -212.54631 Eh

***

No. 2
This record from OMol25 describes 2 unconnected molecules or ions with the total composition C7H10N2O2 in a non-equilibrium geometry. The level of theory is the ωB97M-V functional and the def2-TZVPD basis.

ORCA input file:
```
! RIJCOSX wB97M-V def2-TZVPD def2/J DEFGRID3
* xyz -2 1
C 0.955 -3.050 1.618
C -0.379 1.182 -0.392
C 0.543 -0.856 0.183
C 0.793 -1.941 0.947
C -1.420 1.990 -0.648
C -1.273 3.340 -1.307
C -2.765 1.460 -0.196
N -0.549 -0.026 0.120
N 4.192 -3.193 0.601
O 4.605 -3.830 -0.417
O 4.531 -3.652 1.790
H 0.342 -4.003 1.312
H 1.716 -3.257 2.295
H 0.628 1.628 -0.650
H 1.395 -0.792 -0.612
H -1.930 4.155 -0.910
H -0.333 3.669 -1.247
H -1.466 3.079 -2.360
H -2.709 0.596 0.425
H -3.410 1.332 -1.074
H -3.465 2.170 0.523
*
```

Properties
**LUMO**: 0.2067 hartree
**Energy above the lowest of the compared OMol25 structures with the same formula, charge and spin**: 0.0 kJ/mol
**DFT total energy**: -532.47578 Eh

***

Look up the LUMO of the first one. 0.0431 hartree